ORCA calculation (ωB97M-V/def2-TZVPD) on a cluster of 5 separate species, C34H80FN4O9P in total at a distorted geometry.

The geometry in XYZ format:
```
129
Properties=species:S:1:pos:R:3:lowdin_charge:R:1
H -1.11041 0.69774 -0.40575 0.14
C -4.65903 4.79127 -1.79526 -0.10
H 1.39999 -2.95298 1.25937 0.06
H 5.76471 -7.53157 2.54387 0.05
C -3.15014 0.13735 0.45375 -0.20
H 2.60404 -5.41671 2.47614 0.06
H 1.56976 -7.51352 2.78949 0.10
H -1.65826 10.53888 -0.64107 0.05
H -0.09501 7.90852 2.32972 0.11
C -4.72506 5.97409 -3.89875 -0.27
N 3.17345 -8.70746 3.36507 -0.19
F -7.69321 5.99337 -2.34158 0.02
H -3.85768 4.67174 -0.96379 0.10
H 1.65905 -8.45458 6.42468 0.07
O -3.72771 4.51256 -5.77271 -0.16
H 0.98087 -9.13371 4.94092 0.08
H -4.57510 3.85755 -2.45013 0.07
C 0.10168 -4.39192 0.32003 -0.24
H 1.82333 -3.25640 -0.42138 0.07
H -6.13442 4.11815 -4.01472 0.12
H -2.37533 7.58599 2.73057 0.12
H 3.49273 -0.27447 1.21006 0.07
O -8.08861 6.70093 -4.57248 0.08
H -1.00926 -2.19836 -1.59152 0.04
H -1.76470 2.11770 -6.03678 0.14
H 4.38511 -9.41857 1.80885 0.11
H 0.41460 -2.25848 -0.01661 0.05
H -2.72029 4.92445 -3.86950 0.13
H 1.30169 -7.39176 5.06567 0.06
H -1.97078 -2.73478 -2.95542 0.08
H -3.24770 9.97174 -0.09842 0.07
O -3.36288 1.84104 -8.03726 -0.18
H -2.92121 2.48052 -2.55958 0.12
H -2.83211 0.33772 1.54444 0.13
H 2.35904 -5.87524 -0.41115 0.06
O -4.43106 6.04901 -2.48167 -0.20
H 4.23302 -6.06988 2.47128 0.05
H 5.87227 0.17699 4.15314 0.05
H -6.24032 1.01639 -6.11108 0.09
C -2.21311 1.61989 -2.87002 -0.22
H -4.84018 7.07141 -4.25843 0.17
C -3.87258 7.15663 1.29334 -0.09
C 3.08862 -8.61925 4.81857 -0.27
H 5.77489 -8.11227 4.22068 0.07
C 3.24421 -6.19094 2.91309 -0.08
H -4.33994 7.57743 0.39891 0.07
C -6.10320 5.23555 -4.27514 -0.03
C 6.22837 -2.95822 2.31982 -0.27
H 0.51409 8.29750 0.75182 0.11
H -3.69214 2.07594 -8.93454 0.09
H 5.22488 -0.58948 1.21954 0.07
C -7.40877 6.04089 -3.73957 -0.27
H -2.85135 6.29839 -5.09588 0.15
H 3.20996 -1.75576 3.22785 0.11
C -0.30505 9.97085 1.81814 -0.09
H 6.07315 -2.71995 5.07024 0.10
C 2.65090 -7.56772 2.61713 -0.25
H 0.34756 -5.91754 -2.70283 0.12
H 7.92290 -4.28681 2.20131 0.07
C 5.70653 -8.41994 3.17465 -0.09
C 4.04360 -1.88894 2.52946 -0.26
H 6.59360 -9.02133 2.95469 0.07
C -1.40920 -4.34042 -1.63084 -0.25
C 0.78076 -5.39910 -1.83969 -0.27
H 0.62970 -5.15096 0.90930 0.09
C -2.68981 7.99436 1.76311 -0.27
H -5.66344 4.88686 -1.23837 0.11
H -0.90351 8.26596 -1.12114 0.11
C -2.28192 2.50228 -5.09076 -0.14
H 3.42946 -9.56826 5.24851 0.12
H -1.79269 -5.03278 -2.39093 0.11
C 1.67348 -8.38437 5.33366 -0.09
C 1.77705 -6.35883 -1.20086 -0.09
H -2.77967 9.82722 -1.78790 0.07
C 4.44867 -9.23644 2.88722 -0.25
H 2.48375 -6.71728 -1.95433 0.07
C 4.33454 -0.55231 1.85143 -0.08
H -2.24171 -4.20850 -0.93114 0.11
C 0.98145 -3.14538 0.26562 -0.08
C -1.82008 8.36503 -0.52853 -0.25
C -3.42420 5.39057 -4.66138 -0.11
C -3.74017 3.12242 -5.38516 -0.29
H -1.11771 1.89155 -2.66163 0.15
H -3.85976 -1.74742 0.56006 0.10
H 1.27014 -7.22998 -0.77667 0.08
C -1.12659 -3.00594 -2.31509 -0.09
O -2.54205 0.50892 -1.97815 -0.14
H 6.70317 -4.79894 3.37318 0.07
H 6.77839 -2.09200 1.92899 0.10
C -2.40673 9.75613 -0.76069 -0.08
H 7.80057 -3.45440 3.74927 0.07
H -2.40536 2.03596 -0.45314 0.13
N -1.55320 7.96090 0.84939 -0.19
H -3.56726 6.12914 1.07663 0.07
N -0.29933 -4.99884 -0.94503 -0.19
C 6.43537 -0.71266 4.43343 -0.09
H 3.74910 -7.83892 5.21922 0.10
H 4.45456 0.25217 2.57855 0.06
H 1.32515 -4.53195 -2.23641 0.10
H -1.56296 3.22107 -4.56516 0.13
C 7.21707 -3.92860 2.95557 -0.09
N 5.14847 -2.55613 3.21412 -0.19
H 2.73898 -7.76500 1.54277 0.11
H 7.27700 -0.82505 3.74681 0.07
H -4.63657 7.12075 2.07469 0.07
H 4.58628 -10.23132 3.32904 0.11
H -0.24842 10.61820 0.94188 0.05
H -3.03120 9.02042 1.95279 0.10
O -3.10504 -1.28656 0.12071 -0.11
H 5.79430 -3.46995 1.45287 0.12
H -0.23729 -3.04122 -2.94921 0.07
C -2.22287 0.90456 -0.60272 -0.18
C -0.32312 8.49427 1.43039 -0.25
P -4.53987 2.15977 -6.84398 0.72
H -6.19113 5.28344 -5.43137 0.15
O -5.58510 3.12424 -7.47085 -0.36
H -0.79077 -4.16721 0.91479 0.12
O -2.50455 1.31776 -4.25110 -0.13
C 5.54993 -1.95649 4.48319 -0.25
H -4.39019 2.93711 -4.45887 0.12
O -5.30796 0.73997 -6.29599 -0.18
H -1.17697 10.25793 2.41032 0.07
H -4.23040 0.52533 0.36165 0.13
H -2.50396 7.63213 -0.97228 0.09
H 3.31157 -5.98495 3.98332 0.07
H 3.65852 -2.57556 1.76537 0.09
H 6.85410 -0.52372 5.42753 0.07
H 0.58170 10.18131 2.42328 0.07
H 4.65753 -1.72994 5.07741 0.11
```

Computed properties:
LUMO level = 0.2 eV
F_max = 6.51 eV/A
E_tot = -72945.501 eV
SMILES = CO[C@@H](CO[C@H](COCOCCO)P(=O)(O)O)CC(=O)F.CCN(CC)CC.CCN(CC)CC.CCN(CC)CC.CCN(CC)CC
orbital gap = 8.1 eV

***

ORCA calculation (ωB97M-V/def2-TZVPD) on a structure of composition C34H81BI2N5O9 at a distorted geometry.

The geometry in XYZ format:
```
132
Properties=species:S:1:pos:R:3:lowdin_charge:R:1
H 1.55826 -2.83692 -4.30777 0.06
O 2.42930 0.39198 1.03631 -0.06
C 1.80380 -0.49657 0.04222 -0.31
C -8.11830 -4.96990 -0.83352 -0.11
C -5.61994 -0.68096 5.09308 -0.43
H 1.37672 -3.91169 1.75865 0.06
H -8.54013 -2.88274 1.03966 0.06
H 6.15594 9.56477 -0.85677 0.12
O 2.37172 -1.87490 -0.14382 -0.05
H 3.37750 -4.75116 -0.48170 0.10
C 4.98164 0.06238 -0.88858 -0.16
H -6.94019 -0.96680 -0.71988 0.14
C -0.96507 -0.40869 0.19214 -0.35
H 3.09688 10.32431 1.04704 0.08
O -0.99433 1.08539 0.32072 -0.13
C 5.26844 10.26621 0.97464 -0.43
H 0.77534 0.64673 -1.69166 0.13
C -7.07447 -2.93902 -1.55679 -0.19
H 3.94637 6.00041 -3.15436 0.09
H -1.74412 -6.13928 2.11619 0.12
H -3.62698 -5.28578 2.95448 0.09
H 4.13979 -2.14119 -2.44159 0.08
H 3.27182 -3.42966 -4.82119 0.07
H -3.73309 -8.98020 0.76200 0.07
H -5.37255 -0.55044 3.07163 0.06
H -8.98571 -4.59734 -1.38593 0.09
H -3.29278 -8.07960 2.21809 0.07
H 7.06538 7.89759 -6.27065 0.07
H -5.84266 -2.61836 6.11289 0.11
O -2.94861 -4.82527 1.02704 -0.20
H -2.36764 -0.67966 2.03594 0.08
H 0.37309 -2.09552 1.04759 0.11
C 5.28252 7.84478 -4.27019 -0.20
H 0.48264 -0.46156 1.98205 0.14
H 2.82066 -0.22928 1.73228 0.13
H -6.20154 -2.68621 -2.17111 0.12
H -1.13839 -5.59564 0.56044 0.11
C -3.97296 -4.85773 2.00927 -0.11
H 3.55974 -3.93415 -2.49426 0.08
H 0.00060 -5.59214 -2.01845 0.05
C 1.24475 -3.85666 -1.07253 -0.21
H 3.89080 11.12402 2.40914 0.08
H -3.99689 -0.47870 3.89820 0.06
H 8.23300 6.30118 -3.19097 0.08
H -5.10816 -2.19278 0.10453 0.07
C 4.07612 5.77622 -4.21702 -0.10
H 5.41729 11.28417 0.59446 0.13
C 3.17846 -2.81639 -2.55515 -0.13
C -7.08904 -1.98477 -0.33970 -0.42
H -6.69368 -0.47038 5.01770 0.13
H -3.78380 -6.14256 -0.83839 0.07
C -3.26987 -2.61627 6.06569 -0.11
C 2.71392 -2.61598 -4.14977 -0.14
H 6.57686 6.39213 -5.99542 0.07
H 4.77795 -1.06426 -0.65885 0.09
H 2.93120 -1.51556 -4.54013 0.03
H 6.16386 0.13295 -1.05718 0.06
H -2.78058 -1.64190 6.11510 0.07
H -4.58322 -7.49215 1.15464 0.06
O -4.12104 -2.67645 4.93123 -0.20
H -4.01461 0.10362 6.36665 0.06
H -1.06296 -0.65971 -0.96021 0.16
H 6.69365 6.51111 -2.34748 0.07
C 2.09240 -4.76492 1.39976 -0.15
H 3.12588 5.40184 -4.60945 0.09
H -8.27340 -4.86387 0.24163 0.07
H -2.36789 -6.46863 -1.52372 0.06
C 6.78355 7.47270 -4.29465 -0.43
O -6.91635 -4.31998 -1.21826 -0.19
C 7.14600 6.34667 -3.33060 -0.07
H -4.29626 -3.82890 2.19397 0.07
C -5.45477 -2.21688 5.16912 -0.20
H 3.18018 -4.62187 1.87028 0.08
H -1.69492 -7.87494 0.23934 0.13
I 2.11986 1.47988 -4.33538 0.66
H 6.30968 8.96028 2.12064 0.07
H -4.83620 -5.40854 1.63158 0.07
C 2.24257 -4.89388 -0.22839 -0.22
C -5.10562 0.04730 6.33156 -0.08
H 1.71084 -5.80448 1.83428 0.06
C 1.69852 -0.09476 -1.52025 -0.20
H 0.29037 -3.72951 -0.40117 0.11
C 5.28301 9.31195 -0.24245 -0.21
H 4.92274 8.00404 -3.24669 0.11
H -3.80484 -2.82576 6.99642 0.09
H -8.00714 -6.03771 -1.04456 0.09
H -5.45275 -0.44227 7.24700 0.07
H -9.26060 -1.92667 -0.26729 0.08
H -1.19276 1.46029 -0.59860 0.10
H 4.08408 7.38710 1.55597 0.07
H 1.66366 -5.33539 -2.86688 0.09
H 6.83226 5.36367 -3.69114 0.06
I 5.61717 1.62517 -3.76182 0.63
H 4.81943 4.98907 -4.35532 0.05
C 2.84696 0.57192 -2.42196 -0.53
H 5.16569 8.80302 -4.79118 0.12
O 5.44113 7.93100 0.09608 -0.21
C 4.23918 7.28108 0.48082 -0.10
N -4.95796 -0.12591 3.90274 0.05
C 0.42005 -0.92160 0.88458 -0.02
H -6.06387 -2.65987 4.37158 0.12
N -5.99726 -2.28971 0.59744 0.06
H -2.43118 -2.13933 0.71345 0.08
H 0.17122 -4.10489 -3.18975 0.07
C -2.04315 -5.93151 1.08190 -0.19
C -2.32741 -0.98959 0.90698 -0.07
H -6.04780 -3.29069 0.80630 0.05
N 6.36022 9.96126 1.91178 0.03
H 7.24932 10.05820 1.41887 0.07
C 3.94558 10.26020 1.73538 -0.08
H -2.48668 -3.36996 5.94044 0.09
O 1.25568 -1.37751 -2.16838 -0.05
N -3.10294 -6.89752 -0.95926 0.04
O 4.43816 6.92489 -4.96840 -0.19
H 1.96816 -6.00378 -0.54646 0.10
N 7.22550 7.10404 -5.64815 0.03
H 4.79512 0.78233 0.04529 0.09
H -3.23652 -0.46695 0.34707 0.08
H -7.95395 -2.79260 -2.19509 0.12
C -2.55417 -7.20594 0.37000 -0.43
H -8.46669 -1.12696 1.09480 0.07
B 1.99379 -2.45142 -1.47712 -0.94
H -5.47714 1.07923 6.34723 0.08
C 0.73962 -4.74772 -2.39275 -0.11
H 7.34610 8.36017 -3.98019 0.13
C 4.30407 0.66731 -2.23557 -0.68
C -8.41191 -1.99078 0.42104 -0.08
H 4.35034 6.21326 0.26978 0.09
H 3.81735 9.36824 2.35400 0.06
H 3.37177 7.65363 -0.07159 0.09
C -3.60131 -7.97196 1.17338 -0.08
H 4.40353 9.45837 -0.88075 0.11
```

Computed properties:
net charge = -1
LUMO level = 1.9 eV
F_max = 4.69 eV/A
E_tot = -79320.382 eV
orbital gap = 6.7 eV

***

ORCA calculation (ωB97M-V/def2-TZVPD) on a cluster of 10 separate species, C34H82O15 in total at a distorted geometry.

The geometry in XYZ format:
```
131
Properties=species:S:1:pos:R:3:mulliken_spin:R:1
H -1.38865 1.43062 -0.44458 0.00
H 1.10290 -4.57792 -3.29768 0.00
O -3.74538 2.91369 -4.36581 0.00
O 2.23977 4.52889 -0.50441 0.00
C -1.45419 0.99702 0.55332 0.00
H 1.15648 -2.40346 5.05823 0.00
C 6.17247 -1.87548 -1.81739 0.00
O -0.46591 1.37877 1.51546 0.00
H -7.01437 1.77690 0.00184 0.00
C -7.20791 0.99056 0.73144 0.00
H -0.09641 -3.90782 2.48189 0.00
H -5.92873 -0.14025 2.00105 0.00
H 4.62043 3.13756 -4.14578 0.01
H 2.83535 -3.62077 -0.41539 0.00
H 0.03665 -0.95567 2.51868 0.00
C 0.82026 5.23942 -4.11196 0.04
H -2.41460 1.26357 0.99456 0.00
H 4.83652 -7.82671 0.54325 0.00
C -3.76110 3.91232 0.06619 0.00
H 2.61213 6.46263 -0.00203 0.00
H 1.44199 -3.26611 -2.13316 0.00
H 2.53758 3.98114 -1.23439 0.00
H 0.44650 6.39671 2.10341 0.00
O -8.19608 1.58553 1.64194 0.00
H 4.37188 -5.64409 -0.20888 0.00
H -4.16835 3.24512 0.82587 0.00
H -4.99796 1.58902 -3.37361 0.00
H -5.61950 3.22146 -3.41414 0.00
H 1.04334 2.68077 1.81094 0.00
C 1.26350 -1.74638 4.19515 0.00
H 4.63124 1.66655 -3.11209 0.01
H 0.76923 2.57358 -4.87014 0.02
C 2.38116 -2.15845 3.29240 0.00
O 2.88958 -6.96551 0.56048 0.00
H 0.60857 -2.71964 1.25658 0.00
H -1.80594 3.32792 -3.81622 0.00
H 0.14329 -4.46675 -1.91982 0.00
H -4.50751 4.64527 -0.24001 0.00
H -8.12452 2.86788 3.32033 0.00
H 3.95566 -0.04330 -0.69124 0.00
H -1.28971 6.66960 1.88263 0.00
O -3.84681 -4.40820 5.64371 0.00
H -1.41687 -0.08119 0.39788 0.00
H 0.74319 6.19576 -4.62926 0.02
H 3.56324 -5.21817 1.35045 0.00
H 6.72081 -4.06201 -4.02458 0.00
H 5.23750 -3.34408 -4.64393 0.00
C 0.79534 1.97961 1.01408 0.00
H -2.85988 4.37858 0.46429 0.00
H 4.07529 5.44558 -0.20502 0.00
C -2.72600 2.94351 -3.37598 0.00
H -1.93486 4.19808 -1.76764 0.00
C 3.06622 5.64692 -0.56464 0.00
C 2.45942 -4.64388 -0.41114 0.00
H -0.65884 5.04634 2.06716 0.00
C -4.78684 -3.85172 4.72226 0.00
H 0.39163 5.33228 -0.00806 0.00
H 2.79040 -1.09369 -1.51415 0.00
H 3.17328 -1.40667 0.22045 0.00
O 2.06834 -5.19070 -1.64256 0.00
H -5.17920 -1.95628 3.68134 0.00
H -2.97196 -0.99220 2.66792 0.00
O 1.77364 4.38847 -4.79406 0.55
H 4.22149 -4.10803 -2.75476 0.00
H -6.12087 1.31592 3.61419 0.00
H 6.95104 -2.41424 -1.27734 0.00
C 1.74340 2.99320 -4.61916 0.09
H -5.17389 -4.62603 4.05987 0.00
O 3.12994 2.99641 -2.60725 0.14
H -7.59548 0.17187 0.12510 0.00
H 5.16168 3.14135 -2.49778 0.00
H -3.82006 -1.97392 4.70848 0.00
H -2.47003 1.92720 -3.07648 0.00
H -4.99408 1.08561 1.14035 0.00
H -3.53456 4.72956 -2.37437 0.00
C -3.13793 -1.89715 2.08343 0.00
H -2.31763 -5.78854 5.69575 0.00
H 3.27899 -2.43082 3.84721 0.00
C -6.14024 1.92890 2.71309 0.00
H -5.61182 -3.64669 5.40451 0.00
H 5.75813 -4.58518 -2.02425 0.00
C 5.96900 -3.29533 -3.83731 0.00
C 6.52415 -1.94319 -3.31412 0.00
H 1.56371 -4.65797 0.20982 0.00
H -0.82851 -2.09405 3.73944 0.00
H 2.38154 2.52196 -5.36668 0.00
C -0.45497 6.01951 1.62054 0.00
O -0.26533 5.99124 0.22813 0.00
C 3.06023 -0.64990 -0.55584 0.00
O -3.51291 -2.98221 2.95662 0.00
H 5.96825 -0.84630 -1.52210 0.00
O 1.82569 -3.33080 2.75329 0.00
H -2.26557 -2.04685 1.44729 0.00
H 4.12669 -7.29168 2.08715 0.00
O -3.51733 3.14923 -1.14092 0.00
C 4.39894 2.73047 -3.15921 0.00
O 1.84151 0.14133 -0.31855 0.01
C 2.01891 2.44120 -3.25524 0.08
H -4.02387 -1.76303 1.46277 0.00
C 0.07603 -1.79976 3.20721 0.00
H -2.88394 -5.36498 4.06734 0.00
H 2.20026 0.46970 1.66971 0.00
C -2.73203 -4.99053 5.07967 0.00
C -7.52957 2.51472 2.47806 0.00
H 1.51551 -0.75673 4.57618 0.00
C -2.89685 3.87134 -2.16252 0.00
H 1.32899 5.41581 -3.16424 0.04
C 2.05411 1.08793 0.78397 0.00
O 4.97978 -2.67888 -1.77541 0.00
C 0.49573 -3.01077 2.30090 0.00
H 2.75773 -1.45028 2.55430 0.00
C 1.17385 -4.31702 -2.24174 0.00
H -0.22781 4.95456 -4.01990 0.00
H 3.13499 5.79386 -1.64250 0.00
C 3.43090 -5.60447 0.33982 0.00
H -7.40469 3.48119 1.98977 0.00
H 2.13899 1.36323 -3.36322 0.00
H -5.59755 2.19475 -4.89433 0.00
C -5.93689 0.89235 1.65207 0.00
C -5.06049 2.48493 -3.99130 0.00
C -4.36537 -2.60452 4.00628 0.00
H 0.53740 2.57754 0.13998 0.00
H 6.16247 -1.16103 -3.98158 0.00
C 5.25926 -3.80984 -2.60568 0.00
H 3.63453 -8.78840 1.48339 0.00
H 2.99443 1.63293 0.70110 0.00
H 1.13969 2.53736 -2.61819 0.00
H 7.61181 -1.89586 -3.36760 0.00
H -5.36861 2.69871 2.70499 0.00
H -1.89352 -4.32616 4.87079 0.00
C 3.92594 -7.79526 1.14153 0.00
```

Computed properties:
net charge = +1
LUMO level (spin up / spin down) = -2.8 / -9.4 eV
F_max = 3.31 eV/A
E_tot = -67279.168 eV
spin multiplicity = 2
orbital gap (spin up / spin down) = 8.0 / 1.5 eV

***

Q: Look up the F_max of the second one.
A: 4.69 eV/A

***

Q: Number 1 is which compound?
A: C34H80FN4O9P

***

Q: What is the formula in the first record?
A: C34H80FN4O9P

***

Q: What is the formula in the first record?
A: C34H80FN4O9P